Entry 1:
Entry from the Open Molecules 2025 dataset: an isolated molecule of C19H24N2OS (ωB97M-V/def2-TZVPD).

## Properties
- SMILES = CC(C)c1ccc(N[C@@H]2CCCN(C(=O)c3ccsc3)C2)cc1
- ΔE to the lowest compared entry with this formula, charge and spin (eV) = 0.174
- Kohn-Sham gap (eV) = 8.4
- HOMO level (eV) = -7.7
- E (Ha) = -1321.37017

Last column: Mulliken charge in e.
Cartesian coordinates (Å):
C (-4.547, -0.698, -0.818)  -1.244
C (-4.160, 0.461, 0.101)  0.117
C (-4.945, 1.724, -0.264)  -1.534
C (-2.677, 0.737, 0.055)  1.001
C (-1.916, 0.732, 1.215)  -1.147
C (-0.559, 1.001, 1.197)  -0.310
C (0.090, 1.277, -0.005)  1.027
N (1.432, 1.602, -0.092)  -0.201
C (2.404, 1.226, 0.910)  -0.063
C (3.787, 1.773, 0.514)  -0.878
C (4.703, 0.666, -0.017)  -0.703
C (3.946, -0.300, -0.914)  -0.670
N (2.809, -0.890, -0.215)  0.186
C (1.938, -1.599, -0.979)  0.410
O (2.129, -1.767, -2.171)  -0.665
C (0.770, -2.192, -0.276)  0.279
C (0.836, -2.970, 0.914)  -0.469
C (-0.379, -3.424, 1.304)  -0.403
S (-1.632, -2.912, 0.243)  -0.182
C (-0.501, -2.099, -0.754)  -0.583
C (2.477, -0.309, 1.062)  -0.995
C (-0.676, 1.286, -1.173)  -1.294
C (-2.029, 1.029, -1.140)  -0.298
H (-3.984, -1.592, -0.560)  0.118
H (-5.608, -0.917, -0.719)  0.475
H (-4.347, -0.452, -1.858)  0.268
H (-4.421, 0.182, 1.128)  0.394
H (-6.015, 1.542, -0.182)  0.471
H (-4.725, 2.029, -1.285)  0.302
H (-4.679, 2.542, 0.402)  0.366
H (-2.391, 0.513, 2.161)  0.320
H (-0.014, 1.002, 2.129)  0.310
H (1.784, 1.542, -1.038)  0.265
H (2.088, 1.661, 1.864)  0.341
H (3.650, 2.541, -0.249)  0.352
H (4.262, 2.249, 1.372)  0.284
H (5.144, 0.115, 0.815)  0.304
H (5.523, 1.106, -0.585)  0.396
H (3.586, 0.210, -1.817)  0.331
H (4.600, -1.111, -1.250)  0.470
H (1.754, -3.194, 1.428)  0.472
H (-0.621, -4.032, 2.153)  0.478
H (-0.836, -1.575, -1.626)  0.540
H (1.507, -0.685, 1.384)  0.551
H (3.224, -0.579, 1.816)  0.236
H (-0.191, 1.496, -2.117)  0.296
H (-2.586, 1.050, -2.065)  0.281

=====

Entry 2:
Entry from the Open Molecules 2025 dataset: a structure of composition C19H24N3O8S4W (ωB97M-V/def2-TZVPD).

## Properties
- charge = +1
- expectation value of S² = 2.011
- 2S+1 = 3
- Kohn-Sham gap (spin up / spin down) (eV) = 7.8 / 8.4
- HOMO level (spin up / spin down) (eV) = -10.5 / -11.5
- E (Ha) = -3164.28722

Last column: Löwdin spin population.
Cartesian coordinates (Å):
W (-0.077, 0.154, 0.473)  1.652
O (-1.947, 2.741, 3.156)  0.002
S (-1.384, 1.499, 2.724)  0.007
O (-0.079, 1.681, 1.994)  0.033
O (-2.183, 0.688, 1.799)  0.016
C (-1.101, 0.519, 4.184)  0.001
C (-1.522, 1.082, 5.376)  0.001
C (-1.417, 0.373, 6.567)  0.001
C (-0.896, -0.906, 6.567)  0.001
C (-0.460, -1.476, 5.375)  0.001
C (-0.557, -0.774, 4.188)  0.001
S (0.151, -1.552, 2.759)  0.007
O (0.664, -2.821, 3.144)  0.004
O (1.138, -0.561, 2.250)  0.017
O (-0.879, -1.577, 1.681)  0.034
H (-1.940, 2.078, 5.366)  0.000
H (-1.748, 0.831, 7.489)  0.000
H (-0.816, -1.468, 7.487)  0.000
H (-0.029, -2.467, 5.361)  0.000
O (1.445, -1.045, -0.205)  0.047
N (2.709, -0.602, -0.080)  0.014
C (3.670, -1.516, 0.137)  -0.003
C (4.978, -1.120, 0.191)  0.005
C (5.278, 0.233, 0.026)  -0.003
C (4.268, 1.146, -0.172)  0.004
C (2.940, 0.719, -0.212)  0.005
S (1.554, 1.716, -0.445)  0.061
H (3.313, -2.527, 0.260)  0.000
H (5.749, -1.854, 0.370)  0.000
H (6.306, 0.568, 0.068)  0.000
H (4.470, 2.201, -0.283)  0.000
C (-0.831, 4.420, 0.394)  0.001
N (-2.130, 3.780, 0.365)  -0.002
C (-3.297, 4.406, 0.997)  0.000
C (-4.356, 3.299, 0.915)  0.000
N (-3.764, 2.397, -0.079)  0.000
C (-2.457, 2.642, -0.209)  0.004
S (-1.382, 1.643, -1.123)  0.039
H (-0.928, 5.445, 0.034)  0.000
H (-0.145, 3.875, -0.247)  0.001
H (-0.452, 4.426, 1.415)  0.000
H (-3.575, 5.301, 0.437)  0.000
H (-3.053, 4.676, 2.021)  0.000
H (-5.322, 3.669, 0.582)  0.000
H (-4.469, 2.783, 1.868)  0.000
H (-4.086, 1.452, -0.203)  0.000
C (-2.510, -2.328, -2.248)  0.000
C (-1.471, -1.771, -3.245)  0.001
C (-0.314, -1.287, -2.374)  0.008
O (-0.862, -1.219, -1.030)  0.034
C (-1.801, -2.319, -0.905)  0.003
H (-2.850, -3.329, -2.506)  0.000
H (-3.383, -1.679, -2.209)  0.000
H (-1.892, -0.950, -3.822)  0.000
H (-1.125, -2.527, -3.946)  0.000
H (0.059, -0.299, -2.628)  0.001
H (0.519, -1.988, -2.354)  0.001
H (-2.440, -2.116, -0.054)  0.000
H (-1.227, -3.228, -0.717)  0.001

=====

Entry 3:
Entry from the Open Molecules 2025 dataset: an isolated molecule of C19H24N4O4 (ωB97M-V/def2-TZVPD).

## Properties
- SMILES = C[C@@H](NC(=O)c1nc[nH]c1C(=O)NCC(=O)OC(C)(C)C)c1ccccc1
- ΔE to the lowest compared entry with this formula, charge and spin (eV) = 0.372
- Kohn-Sham gap (eV) = 9.8
- HOMO level (eV) = -9.2
- E (Ha) = -1258.50117

Last column: Mulliken charge in e.
Cartesian coordinates (Å):
C (2.262, -0.135, -1.485)  -1.267
C (2.331, -1.505, -0.810)  -0.322
N (1.475, -1.576, 0.367)  0.005
C (0.230, -1.106, 0.530)  0.308
O (-0.402, -0.456, -0.300)  -0.738
C (-0.305, -1.442, 1.864)  1.130
N (0.409, -2.267, 2.688)  -0.659
C (-0.280, -2.372, 3.790)  -0.529
N (-1.415, -1.650, 3.734)  -0.043
C (-1.466, -1.045, 2.511)  -0.393
C (-2.596, -0.127, 2.245)  0.410
O (-3.366, 0.161, 3.151)  -0.748
N (-2.696, 0.301, 0.978)  -0.141
C (-3.553, 1.398, 0.621)  -1.004
C (-2.747, 2.646, 0.258)  0.745
O (-3.200, 3.562, -0.377)  -0.601
O (-1.520, 2.540, 0.738)  -0.142
C (-0.482, 3.505, 0.438)  1.694
C (-0.857, 4.881, 0.983)  -1.870
C (0.745, 2.943, 1.157)  -1.406
C (-0.248, 3.543, -1.071)  -1.600
C (2.011, -2.611, -1.796)  0.452
C (0.733, -2.744, -2.324)  -0.025
C (0.453, -3.751, -3.230)  -0.864
C (1.445, -4.633, -3.622)  -0.404
C (2.721, -4.505, -3.102)  -0.604
C (3.000, -3.501, -2.191)  -0.484
H (2.540, 0.645, -0.779)  0.293
H (2.951, -0.113, -2.325)  0.469
H (1.258, 0.060, -1.847)  0.254
H (3.353, -1.657, -0.441)  0.551
H (1.792, -2.154, 1.135)  0.393
H (0.014, -2.958, 4.637)  0.475
H (-2.133, -1.515, 4.432)  0.222
H (-1.923, 0.080, 0.340)  0.515
H (-4.193, 1.627, 1.481)  0.398
H (-4.189, 1.141, -0.231)  0.319
H (-1.736, 5.262, 0.471)  0.411
H (-0.032, 5.571, 0.831)  0.455
H (-1.071, 4.816, 2.047)  0.379
H (0.565, 2.904, 2.228)  0.392
H (0.940, 1.934, 0.804)  0.073
H (1.612, 3.567, 0.964)  0.450
H (-1.121, 3.942, -1.579)  0.414
H (0.609, 4.173, -1.295)  0.459
H (-0.055, 2.537, -1.437)  0.276
H (-0.045, -2.058, -2.026)  0.403
H (-0.545, -3.846, -3.633)  0.403
H (1.226, -5.418, -4.331)  0.387
H (3.501, -5.189, -3.403)  0.375
H (3.999, -3.406, -1.787)  0.335

=====

Entry 4:
Entry from the Open Molecules 2025 dataset: a structure of composition C19H24N4OS3ScSe2 (ωB97M-V/def2-TZVPD).

## Properties
- charge = +1
- ΔE to the lowest compared entry with this formula, charge and spin (eV) = 0.000
- Kohn-Sham gap (eV) = 7.4
- HOMO level (eV) = -10.8
- E (Ha) = -7790.77390

Last column: Mulliken charge in e.
Cartesian coordinates (Å):
Sc (-0.299, -0.439, -0.320)  -0.320
N (-1.571, -0.983, 3.972)  -0.420
C (-1.211, -0.600, 2.732)  0.589
S (-0.329, -1.788, 1.799)  -0.357
N (-1.613, 0.609, 2.390)  -1.388
N (-1.281, 0.934, 1.101)  1.678
C (-1.662, 2.090, 0.671)  -0.015
C (-2.429, 3.070, 1.478)  -0.839
C (-1.836, 3.685, 2.575)  -0.052
C (-2.550, 4.617, 3.311)  -0.790
C (-3.860, 4.921, 2.961)  -0.459
C (-4.456, 4.299, 1.875)  -0.763
C (-3.737, 3.378, 1.126)  0.039
C (-1.296, 2.421, -0.733)  0.887
C (-1.608, 3.641, -1.313)  -0.903
C (-1.250, 3.860, -2.635)  -0.623
C (-0.589, 2.869, -3.342)  -1.126
C (-0.289, 1.687, -2.690)  -0.028
N (-0.632, 1.473, -1.418)  0.751
H (-1.427, -1.926, 4.283)  0.214
H (-2.174, -0.371, 4.495)  0.231
H (-0.824, 3.423, 2.856)  0.460
H (-2.088, 5.099, 4.161)  0.428
H (-4.418, 5.644, 3.541)  0.414
H (-5.479, 4.528, 1.610)  0.413
H (-4.203, 2.891, 0.277)  0.498
H (-2.121, 4.397, -0.739)  0.547
H (-1.491, 4.803, -3.108)  0.465
H (-0.304, 3.002, -4.375)  0.447
H (0.236, 0.876, -3.182)  0.489
C (2.957, -0.314, 2.291)  -1.040
Se (1.846, 1.036, 1.458)  0.197
C (3.150, 1.748, 0.215)  -0.766
C (3.766, 0.702, -0.702)  -0.864
Se (2.432, -0.584, -1.277)  0.384
C (3.086, -0.997, -3.055)  -1.078
H (3.825, 0.169, 2.733)  0.389
H (3.247, -1.078, 1.573)  0.321
H (2.349, -0.771, 3.067)  0.341
H (3.928, 2.261, 0.781)  0.460
H (2.606, 2.500, -0.359)  0.371
H (4.566, 0.153, -0.208)  0.417
H (4.172, 1.168, -1.600)  0.505
H (4.040, -1.510, -2.969)  0.370
H (3.184, -0.087, -3.641)  0.332
H (2.359, -1.657, -3.521)  0.340
C (-2.105, -3.880, -3.763)  -0.757
O (-2.694, -2.934, -2.840)  -0.261
C (-1.929, -2.151, -2.125)  0.723
S (-0.219, -2.163, -2.297)  -0.534
S (-2.708, -1.155, -1.012)  -0.274
H (-2.955, -4.414, -4.172)  0.250
H (-1.439, -4.549, -3.224)  0.353
H (-1.569, -3.344, -4.544)  0.352